1.
Molecular formula: C4H11PS2
Method: DFT, the ωB97M-V functional and the def2-TZVPD basis

Bonds (Å) are listed after each position.
Geometry (Å):
1 C -1.41869 1.83916 -1.00214  P5 1.723, H8 1.083, H9 1.071
2 C -1.91201 0.68747 1.67317  P5 1.814, H10 1.044, H11 1.054, H12 1.017
3 C -0.94667 -0.84965 -0.82687  P5 1.867, H13 1.124, H14 1.162, H15 1.113
4 C 2.86235 -1.41301 -0.38878  S6 1.844, H16 1.096, H17 1.071, H18 1.084
5 P -0.87279 0.71672 0.18627  C1 1.723, C2 1.814, C3 1.867
6 S 3.06078 0.41153 -0.21005  C4 1.844, S7 1.964
7 S 1.94454 0.69160 1.38133  S6 1.964
8 H -0.61554 1.63409 -1.69837  C1 1.083
9 H -1.62546 2.86754 -0.78462  C1 1.071
10 H -1.23867 1.09544 2.35930  C2 1.044
11 H -2.84168 1.18333 1.68737  C2 1.054
12 H -2.10722 -0.22781 2.07074  C2 1.017
13 H -1.96640 -0.96491 -1.28544  C3 1.124
14 H -0.15642 -0.65456 -1.65549  C3 1.162
15 H -0.51472 -1.71644 -0.27890  C3 1.113
16 H 3.26655 -1.77985 -1.33891  C4 1.096
17 H 1.81375 -1.63118 -0.38538  C4 1.071
18 H 3.26828 -1.88948 0.49678  C4 1.084

As for the LUMO energy (alpha / beta): -1.0 / -0.5 eV. Its HOMO-LUMO gap (alpha / beta) is 6.25 / 7.06 eV.

=====

2.
Molecular formula: C3H7NO2S
Method: DFT, the ωB97M-V functional and the def2-TZVPD basis

Bonds (Å) are listed after each position.
Geometry (Å):
1 C -1.37673 -1.11647 -0.57627  C2 1.310, H8 1.036, H9 1.057
2 C -0.71518 -0.10948 -0.06207  C1 1.310, C3 1.536, S7 1.847
3 C -0.43744 0.33884 1.38065  C2 1.536, H10 1.075, H11 1.061, H12 1.072
4 N 1.20259 0.54075 -1.85919  S7 1.685, H13 1.014, H14 1.024
5 O -1.24522 0.85427 -2.57514  S7 1.451
6 O -0.31873 2.44204 -0.98193  S7 1.467
7 S -0.34944 1.05247 -1.45041  C2 1.847, N4 1.685, O5 1.451, O6 1.467
8 H -1.49309 -1.02680 -1.60226  C1 1.036
9 H -1.52723 -2.03046 -0.06704  C1 1.057
10 H 0.12510 -0.33292 2.00381  C3 1.075
11 H 0.12952 1.23301 1.31097  C3 1.061
12 H -1.35401 0.56258 1.89007  C3 1.072
13 H 1.87136 1.28984 -1.72003  N4 1.014
14 H 1.18492 0.18467 -2.81941  N4 1.024

The SMILES is C=C(C)S(N)(=O)=O. As for the LUMO energy: 0.7 eV. Its HOMO-LUMO gap is 11.07 eV.

=====

3.
Molecular formula: C27H21N5O3S
Method: DFT, the ωB97M-V functional and the def2-TZVPD basis

Bonds (Å) are listed after each position.
Geometry (Å):
1 C -5.00721 -1.74462 2.32283  C2 1.522, H55 1.086, H56 1.088, H57 1.088
2 C -4.41384 -2.86475 1.48050  C1 1.522, H3 1.095, H4 1.092, O5 1.428
3 H -3.89515 -3.58987 2.11580  C2 1.095
4 H -5.18488 -3.36563 0.89199  C2 1.092
5 O -3.49405 -2.34503 0.52048  C2 1.428, C6 1.335
6 C -2.23273 -2.15765 0.91679  O5 1.335, O7 1.211, C8 1.477
7 O -1.82274 -2.47672 2.01036  C6 1.211
8 C -1.43595 -1.50995 -0.14553  C6 1.477, C9 1.345, C15 1.515
9 C -0.09832 -1.39237 -0.07589  C8 1.345, O10 1.365, C30 1.490
10 O 0.64589 -0.78034 -1.04235  C9 1.365, C11 1.360
11 C 0.03376 -0.30687 -2.16045  O10 1.360, C12 1.352, N27 1.364
12 C -1.30336 -0.36765 -2.34870  C11 1.352, C13 1.399, C15 1.513
13 C -1.86770 0.09775 -3.54116  C12 1.399, N14 1.150
14 N -2.32490 0.46644 -4.52962  C13 1.150
15 C -2.23293 -0.88705 -1.27360  C8 1.515, C12 1.513, C16 1.514, H26 1.097
16 C -3.05990 0.24960 -0.71024  C15 1.514, C17 1.390, C21 1.390
17 C -2.45104 1.31077 -0.05092  C16 1.390, C18 1.384, H25 1.082
18 C -3.23939 2.32050 0.47269  C17 1.384, C19 1.387, H24 1.079
19 C -4.61463 2.22362 0.32246  C18 1.387, N20 1.321, H23 1.082
20 N -5.20370 1.22146 -0.30589  C19 1.321, C21 1.320
21 C -4.44587 0.26714 -0.81305  C16 1.390, N20 1.320, H22 1.082
22 H -4.97148 -0.53097 -1.32110  C21 1.082
23 H -5.27784 2.97885 0.72279  C19 1.082
24 H -2.79871 3.15828 0.99072  C18 1.079
25 H -1.37442 1.34338 0.05405  C17 1.082
26 H -2.91438 -1.63343 -1.69934  C15 1.097
27 N 0.92673 0.26627 -3.01700  C11 1.364, H28 1.006, H29 1.006
28 H 0.61170 0.45695 -3.95326  N27 1.006
29 H 1.89398 0.01724 -2.89403  N27 1.006
30 C 0.78321 -1.89694 1.01406  C9 1.490, H31 1.086, H32 1.092, S33 1.828
31 H 0.22108 -2.48048 1.73790  C30 1.086
32 H 1.30127 -1.06089 1.48881  C30 1.092
33 S 2.11051 -2.96446 0.34947  C30 1.828, C34 1.754
34 C 3.37112 -1.77523 0.07968  S33 1.754, N35 1.315, C39 1.410
35 N 3.10622 -0.51958 0.36597  C34 1.315, C36 1.331
36 C 4.02262 0.42587 0.17144  N35 1.331, C37 1.398, C44 1.466
37 C 5.28864 0.11732 -0.33375  C36 1.398, C38 1.382, H43 1.078
38 C 5.58475 -1.19922 -0.63281  C37 1.382, C39 1.394, H42 1.080
39 C 4.61944 -2.18517 -0.43255  C34 1.410, C38 1.394, C40 1.409
40 C 4.88047 -3.53479 -0.74068  C39 1.409, N41 1.147
41 N 5.10765 -4.62725 -1.00539  C40 1.147
42 H 6.55157 -1.47589 -1.02773  C38 1.080
43 H 6.01426 0.89417 -0.51015  C37 1.078
44 C 3.60038 1.79513 0.48278  C36 1.466, C45 1.395, C49 1.393
45 C 2.25217 2.13122 0.36184  C44 1.395, C46 1.381, H54 1.078
46 C 1.82211 3.41446 0.63487  C45 1.381, C47 1.386, H53 1.080
47 C 2.73093 4.37806 1.04222  C46 1.386, C48 1.385, H52 1.080
48 C 4.07026 4.05043 1.17625  C47 1.385, C49 1.383, H51 1.080
49 C 4.50670 2.76878 0.89643  C44 1.393, C48 1.383, H50 1.080
50 H 5.54940 2.51908 1.02506  C49 1.080
51 H 4.77831 4.79771 1.50264  C48 1.080
52 H 2.39626 5.38171 1.25784  C47 1.080
53 H 0.77738 3.66772 0.52917  C46 1.080
54 H 1.55857 1.37161 0.03788  C45 1.078
55 H -5.75572 -2.15250 2.99560  C1 1.086
56 H -5.47057 -0.99729 1.68254  C1 1.088
57 H -4.22595 -1.26898 2.91128  C1 1.088

The SMILES is CCOC(=O)C1=C(CSc2nc(-c3ccccc3)ccc2C#N)OC(N)=C(C#N)[C@@H]1c1cccnc1. As for the LUMO energy: -0.5 eV. Its HOMO-LUMO gap is 8.23 eV.

=====

4.
Molecular formula: C12H17BrN3O3
Method: DFT, the ωB97M-V functional and the def2-TZVPD basis

Bonds (Å) are listed after each position.
Geometry (Å):
1 C -3.45419 -2.71943 -0.45770  C2 1.611, H11 1.130, H12 1.138, H13 1.144
2 C -2.25535 -3.59744 0.16351  C1 1.611, O3 1.253, N4 1.466
3 O -1.99623 -4.66968 -0.43098  C2 1.253
4 N -1.55285 -3.17961 1.38058  C2 1.466, C5 1.506, H14 1.030
5 C -0.23879 -2.51023 1.07675  N4 1.506, C6 1.597, H15 1.151, H16 1.135
6 C -0.37595 -1.14202 0.26549  C5 1.597, C7 1.598, H17 1.151, H18 1.144
7 C 0.65651 -0.95568 -0.93951  C6 1.598, C8 1.597, H19 1.152, H20 1.152
8 C 0.76038 -2.19221 -1.94411  C7 1.597, N9 1.510, H21 1.137, H22 1.158
9 N -0.11140 -1.98310 -3.15975  C8 1.510, Br10 1.912
10 Br -0.72527 -3.71027 -3.70310  N9 1.912
11 H -4.28784 -3.35754 -0.87674  C1 1.130
12 H -3.77408 -2.00400 0.36738  C1 1.138
13 H -2.97929 -2.10167 -1.29577  C1 1.144
14 H -1.31118 -4.02509 1.91646  N4 1.030
15 H 0.20480 -2.23543 2.10309  C5 1.151
16 H 0.47539 -3.26911 0.62596  C5 1.135
17 H -0.19839 -0.28748 1.01628  C6 1.151
18 H -1.42245 -0.94905 -0.15380  C6 1.144
19 H 1.70117 -0.61587 -0.59169  C7 1.152
20 H 0.26356 -0.07323 -1.56639  C7 1.152
21 H 0.45706 -3.19627 -1.50499  C8 1.137
22 H 1.85854 -2.25507 -2.30597  C8 1.158
23 C 2.57584 4.52947 1.81833  C24 1.391, C28 1.391, H32 1.086
24 C 2.77295 4.47512 0.44228  C23 1.391, C25 1.390, H33 1.085
25 C 1.84976 3.82407 -0.36829  C24 1.390, C26 1.392, H34 1.084
26 C 0.72966 3.23452 0.21073  C25 1.392, C27 1.392, N29 1.464
27 C 0.52970 3.27828 1.58730  C26 1.392, C28 1.390, H35 1.084
28 C 1.45924 3.92896 2.39104  C23 1.391, C27 1.390, H36 1.084
29 N -0.25788 2.56939 -0.64173  C26 1.464, O30 1.219, O31 1.220
30 O -0.04002 2.53428 -1.84012  N29 1.219
31 O -1.24269 2.09249 -0.10305  N29 1.220
32 H 3.29581 5.04332 2.44770  C23 1.086
33 H 3.64586 4.94342 0.00073  C24 1.085
34 H 2.01393 3.78805 -1.43894  C25 1.084
35 H -0.33796 2.81665 2.04438  C27 1.084
36 H 1.31165 3.97145 3.46461  C28 1.084

As for the LUMO energy: 1.5 eV. As for the net charge: -1. Its HOMO-LUMO gap is 3.28 eV.

=====

5.
Molecular formula: C20H41BBr2O12
Method: DFT, the ωB97M-V functional and the def2-TZVPD basis

Bonds (Å) are listed after each position.
Geometry (Å):
1 C -3.83053 -2.66668 4.70386  B2 1.549, H8 1.094, H9 1.086, H10 1.089
2 B -4.39807 -1.33590 4.15093  C1 1.549, Br3 1.952, C4 1.569
3 Br -3.31887 0.26759 4.42360  B2 1.952
4 C -5.71538 -1.14135 3.32061  B2 1.569, C5 1.540, H11 1.092, H12 1.092
5 C -7.02246 -0.91626 4.10366  C4 1.540, C6 1.530, Br7 1.956, H13 1.084
6 C -8.24636 -1.55134 3.44092  C5 1.530, H14 1.087, H15 1.088, H16 1.088
7 Br -6.92260 -1.50438 5.96685  C5 1.956
8 H -3.85960 -3.41728 3.90863  C1 1.094
9 H -2.80890 -2.57163 5.06116  C1 1.086
10 H -4.44807 -3.05075 5.51485  C1 1.089
11 H -5.59457 -0.25633 2.69300  C4 1.092
12 H -5.83759 -1.98934 2.64304  C4 1.092
13 H -7.18278 0.15398 4.17134  C5 1.084
14 H -8.49980 -2.50325 3.90116  C6 1.087
15 H -9.11664 -0.90483 3.52700  C6 1.088
16 H -8.05193 -1.73070 2.38542  C6 1.088
17 C 0.48575 1.29723 4.03512  C18 1.512, H24 1.091, H25 1.090, H26 1.089
18 C -0.01437 0.23625 3.08060  C17 1.512, O19 1.438, H27 1.085, H28 1.090
19 O 0.75186 0.20780 1.86456  C18 1.438, C20 1.332
20 C 1.92980 -0.41261 1.91902  O19 1.332, O21 1.202, O22 1.330
21 O 2.40247 -0.96784 2.87482  C20 1.202
22 O 2.48123 -0.31304 0.71267  C20 1.330, C23 1.431
23 C 3.78788 -0.87972 0.56986  O22 1.431, H29 1.087, H30 1.089, H31 1.086
24 H 0.51970 2.26822 3.53872  C17 1.091
25 H -0.17930 1.36697 4.89578  C17 1.090
26 H 1.48702 1.05900 4.39132  C17 1.089
27 H -1.02341 0.46139 2.75053  C18 1.085
28 H -0.01861 -0.75064 3.54217  C18 1.090
29 H 3.81117 -1.90890 0.91920  C23 1.087
30 H 4.52241 -0.28835 1.11356  C23 1.089
31 H 4.00723 -0.84984 -0.49318  C23 1.086
32 C 7.90786 -4.42893 -2.24708  C33 1.513, H39 1.090, H40 1.090, H41 1.089
33 C 8.61567 -3.12462 -1.95477  C32 1.513, O34 1.438, H42 1.088, H43 1.089
34 O 8.31613 -2.12250 -2.94101  C33 1.438, C35 1.330
35 C 7.14296 -1.51312 -2.79410  O34 1.330, O36 1.204, O37 1.330
36 O 6.34692 -1.70399 -1.91053  C35 1.204
37 O 6.99290 -0.64573 -3.79131  C35 1.330, C38 1.434
38 C 5.74678 0.06351 -3.77846  O37 1.434, H44 1.087, H45 1.088, H46 1.085
39 H 8.14014 -4.76870 -3.25673  C32 1.090
40 H 8.22957 -5.19315 -1.53966  C32 1.090
41 H 6.82840 -4.31361 -2.16225  C32 1.089
42 H 9.69522 -3.24736 -2.01054  C33 1.088
43 H 8.36285 -2.74483 -0.96566  C33 1.089
44 H 5.58902 0.54773 -2.81758  C38 1.087
45 H 4.91902 -0.61140 -3.98802  C38 1.088
46 H 5.82492 0.80937 -4.56296  C38 1.085
47 C -3.23473 0.99117 0.49983  C48 1.513, H54 1.091, H55 1.090, H56 1.090
48 C -2.48273 2.25160 0.86777  C47 1.513, O49 1.437, H57 1.089, H58 1.090
49 O -2.50936 3.20289 -0.20899  C48 1.437, C50 1.330
50 C -3.63599 3.90129 -0.32201  O49 1.330, O51 1.204, O52 1.332
51 O -4.60019 3.81924 0.39415  C50 1.204
52 O -3.51915 4.70645 -1.37681  C50 1.332, C53 1.430
53 C -4.67894 5.49740 -1.64938  O52 1.430, H59 1.087, H60 1.089, H61 1.085
54 H -2.84896 0.57893 -0.43379  C47 1.091
55 H -3.12804 0.24177 1.28387  C47 1.090
56 H -4.29668 1.19476 0.36464  C47 1.090
57 H -1.42697 2.03511 1.02650  C48 1.089
58 H -2.87902 2.70726 1.77480  C48 1.090
59 H -4.98528 6.05200 -0.76564  C53 1.087
60 H -5.49802 4.86472 -1.98700  C53 1.089
61 H -4.38984 6.18268 -2.43993  C53 1.085
62 C 1.56745 2.13318 -1.98866  C63 1.512, H69 1.091, H70 1.090, H71 1.090
63 C 0.70194 0.89429 -1.95737  C62 1.512, O64 1.441, H72 1.088, H73 1.088
64 O 0.04956 0.66335 -3.22075  C63 1.441, C65 1.327
65 C 0.81366 0.11778 -4.15900  O64 1.327, O66 1.205, O67 1.334
66 O 1.96948 -0.20494 -4.04562  C65 1.205
67 O 0.08437 -0.00635 -5.26909  C65 1.334, C68 1.429
68 C 0.79298 -0.54855 -6.38564  O67 1.429, H74 1.088, H75 1.089, H76 1.086
69 H 0.98253 2.99753 -2.30515  C62 1.091
70 H 1.96760 2.32497 -0.99314  C62 1.090
71 H 2.40080 2.00956 -2.67960  C62 1.090
72 H -0.10823 1.01298 -1.24072  C63 1.088
73 H 1.27438 0.01238 -1.67628  C63 1.088
74 H 1.26756 -1.49102 -6.12260  C68 1.088
75 H 1.54636 0.15555 -6.73520  C68 1.089
76 H 0.04841 -0.70810 -7.15930  C68 1.086

The SMILES is CB(Br)C[C@@H](C)Br.CCOC(=O)OC.CCOC(=O)OC.CCOC(=O)OC.CCOC(=O)OC. As for the LUMO energy: 0.4 eV. Its HOMO-LUMO gap is 10.76 eV.

=====

For each record above, in turn, the calculated molecular weight values are 154.24; 121.16; 495.56; 331.19; 644.16 g/mol.
For each record above, in turn, the calculated ΔE to the lowest compared entry with this formula, charge and spin values are 323.2; 233.0; 51.2; 605.4; 0.0 kJ/mol.